1.
19
Properties=species:S:1:pos:R:3:forces:R:3:nbo_charge:R:1 method="wB97M-V/def2-TZVPD" lumo_ev=-3.848 e_tot_ha=-215.26733 total_charge=+1 homo_lumo_gap_ev=10.72 max_force_ev_per_a=1.77 homo_ev=-14.566
C 0.3631 -1.3538 -1.5943 1.48 0.30 -0.07 -0.613
C 1.8908 -1.1763 -1.4819 0.40 0.64 -0.15 -0.614
H 0.0104 -0.4201 -2.0384 -0.74 -0.31 0.02 0.185
H 0.0810 -2.2375 -2.1588 -0.09 0.16 -0.26 0.229
H 0.0440 -1.5092 -0.5658 -0.39 0.17 -0.35 0.191
H 2.5218 -1.0626 -2.3711 -0.68 -0.90 -0.47 0.227
H 2.1334 -0.1695 -1.0998 -0.29 -0.44 0.89 0.183
H 2.2755 -1.9828 -0.8634 0.46 0.26 0.10 0.214
C -0.3919 1.0566 1.4981 -0.59 0.94 0.53 -0.214
C -0.9497 -0.3191 1.3625 -0.65 -1.51 0.66 -0.672
N -1.0762 2.0298 0.5177 0.14 -0.35 1.00 -0.677
H -0.5524 1.5548 2.4570 0.09 -0.41 0.11 0.233
H 0.6812 1.0602 1.3178 -0.13 0.22 -0.43 0.240
H -1.4458 -0.5009 0.4098 0.54 0.00 -0.28 0.230
H -1.7036 -0.7070 2.0588 0.03 1.00 0.38 0.257
H -1.9164 2.4393 0.9278 0.00 -0.03 0.24 0.441
H -0.4148 2.7955 0.3855 -0.25 -0.01 -0.91 0.454
H -1.4191 1.5204 -0.2986 0.68 0.36 -0.49 0.450
H -0.1315 -1.0180 1.5369 -0.02 -0.09 -0.53 0.259

=====

2.
19
Properties=species:S:1:pos:R:3:forces:R:3:nbo_charge:R:1 method="wB97M-V/def2-TZVPD" lumo_ev=-3.803 e_tot_ha=-215.20798 total_charge=+1 homo_lumo_gap_ev=11.00 max_force_ev_per_a=6.22 homo_ev=-14.800
C -0.4852 0.9207 -1.0158 -2.79 0.55 -3.06 -0.637
C -0.5518 1.3522 -2.5220 -3.04 0.14 0.17 -0.635
H -1.5181 0.7571 -0.6079 0.80 -0.12 -0.28 0.202
H 0.0766 0.0206 -1.1240 0.62 -0.41 0.81 0.181
H -0.1069 1.7794 -0.5252 0.83 0.25 0.71 0.232
H -1.0478 0.7721 -3.2962 0.81 -1.79 0.33 0.229
H 0.3669 1.6930 -2.8233 2.35 0.44 -0.91 0.213
H -1.2369 2.1381 -2.8196 -0.08 1.29 1.33 0.231
C 0.9746 -0.9079 1.0574 0.96 -1.01 0.80 -0.239
C 0.5444 0.3073 1.7778 3.66 4.94 -0.99 -0.701
N -0.3187 -1.6915 0.7898 -0.17 -1.77 1.31 -0.738
H 1.2895 -0.5906 0.0559 0.78 -0.75 0.68 0.238
H 1.7526 -1.4569 1.7570 -1.68 0.28 -2.16 0.262
H -0.3963 0.3915 2.2050 -2.14 -0.15 0.28 0.232
H 0.7647 1.1484 0.9650 -1.31 -1.40 2.15 0.255
H -1.0984 -0.9957 0.5254 1.31 -1.31 0.76 0.472
H -0.2622 -2.4262 -0.0016 0.03 1.28 1.76 0.462
H -0.4423 -2.1792 1.7842 -0.68 1.01 -2.95 0.470
H 1.1975 0.7556 2.5916 -0.26 -1.45 -0.73 0.271

=====

3.
19
Properties=species:S:1:pos:R:3:forces:R:3:nbo_charge:R:1 method="wB97M-V/def2-TZVPD" lumo_ev=-4.089 e_tot_ha=-215.28115 total_charge=+1 homo_lumo_gap_ev=10.35 max_force_ev_per_a=1.20 homo_ev=-14.443
C 2.8348 -2.0942 1.1534 0.13 -0.10 -0.18 -0.419
N 1.7101 -1.2160 0.6654 -0.25 -0.61 0.40 -0.668
H 2.6989 -3.1023 0.7747 -0.12 0.00 0.09 0.245
H 3.7604 -1.6892 0.7528 -0.04 0.06 0.01 0.243
H 2.8707 -2.0688 2.2357 -0.15 -0.07 0.06 0.245
H 0.7694 -1.5634 0.8893 0.27 -0.18 0.21 0.448
H 1.7272 -1.1749 -0.3534 0.13 0.62 -0.03 0.451
H 1.7900 -0.3132 1.1332 -0.05 0.35 -0.58 0.452
C -1.3790 0.7994 -1.8746 -0.04 -0.50 -0.27 -0.598
C -2.1065 0.8980 -0.5500 0.22 1.14 0.32 -0.410
C -1.4660 1.8175 0.4934 0.65 0.57 0.57 -0.611
H -1.1272 1.7603 -2.3258 -0.14 0.06 0.21 0.221
H -2.0146 0.2587 -2.5747 0.05 0.02 -0.18 0.225
H -0.4544 0.2234 -1.8193 0.25 -0.05 0.14 0.160
H -2.2724 -0.0691 -0.0898 -0.16 -0.32 -0.13 0.192
H -3.0769 1.3476 -0.7370 -0.28 -0.26 -0.17 0.218
H -2.2334 2.3144 1.0954 0.12 -0.17 0.00 0.231
H -0.7992 1.3220 1.2145 -0.17 -0.28 -0.09 0.165
H -0.8315 2.6331 0.1073 -0.41 -0.27 -0.37 0.212

=====

4.
19
Properties=species:S:1:pos:R:3:forces:R:3:mulliken_spin:R:1 method="wB97M-V/def2-TZVPD" lumo_ev="-7.433 / -15.985" e_tot_ha=-214.71582 total_charge=+2 multiplicity=2 homo_lumo_gap_ev="12.80 / 4.24" max_force_ev_per_a=2.52 homo_ev="-20.230 / -20.228"
C -1.0595 -0.2648 -0.2023 0.91 0.40 -0.68 0.025
C -0.3091 -1.5910 -0.0523 -2.31 0.42 0.93 0.096
C -1.0041 -2.5606 0.8187 1.90 -0.43 -0.97 0.255
N -0.2464 0.6976 -1.0741 -0.41 -0.81 0.17 0.002
H -2.0150 -0.3649 -0.7223 -0.07 -0.17 0.22 0.009
H -1.2091 0.2249 0.7590 -0.09 -0.03 0.06 0.006
H 0.6971 -1.4413 0.4645 0.28 -0.43 -0.34 0.158
H -0.0465 -2.0316 -1.0425 0.72 -0.14 0.01 0.110
H -1.1176 -2.2021 1.9115 -0.76 -0.27 0.02 0.183
H -2.0898 -2.7362 0.5546 -0.47 0.66 0.57 0.146
H -0.4740 -3.5157 0.8901 0.14 0.18 0.15 0.009
H 0.7265 0.8079 -0.7586 -0.03 0.24 0.02 0.000
H -0.2528 0.3322 -2.0281 0.20 0.24 -0.24 -0.001
H -0.6654 1.6307 -1.0973 -0.02 0.12 0.06 0.000
C 1.8077 2.5767 0.3239 -0.13 0.22 -0.47 0.000
H 2.5994 1.8579 0.1101 -0.02 -0.07 0.04 0.000
H 2.2607 3.4565 0.7715 0.00 -0.11 0.29 0.000
H 1.0325 2.1728 0.9790 0.12 0.07 0.19 0.000
H 1.3653 2.9512 -0.6054 0.04 -0.11 -0.04 0.000

=====

5.
21
Properties=species:S:1:pos:R:3:forces:R:3:mulliken_spin:R:1 method="wB97M-V/def2-TZVPD" lumo_ev="3.863 / 3.661" e_tot_ha=-345.46260 total_charge=-1 multiplicity=2 homo_lumo_gap_ev="2.84 / 9.03" max_force_ev_per_a=3.07 homo_ev="1.025 / -5.367"
C 0.3020 1.9107 -2.1453 0.53 -0.31 0.26 0.219
N -0.2387 1.2670 -0.9483 -0.52 1.68 -0.14 -0.116
C 0.4308 0.1051 -0.4163 -1.74 -1.64 -1.94 0.640
C -0.6348 -0.6945 0.4116 0.64 0.45 -0.13 0.355
C -0.2180 -2.1122 0.7984 -1.02 -0.11 0.81 0.515
N -0.4044 -3.1835 -0.2289 1.06 0.81 -0.59 -0.197
H -0.1593 1.5374 -3.0753 0.17 -0.12 0.24 -0.027
H 1.3865 1.7322 -2.1734 -0.04 0.17 -0.40 -0.021
H 0.1545 3.0031 -2.1426 -0.06 -0.38 0.24 -0.058
H -0.4404 1.9965 -0.2809 0.17 -0.22 0.44 -0.042
H 0.5388 -0.4629 -1.3573 0.60 -0.33 0.27 -0.085
H 1.4294 0.1697 0.0447 -0.40 0.41 0.31 -0.188
H -0.7068 -0.0868 1.3236 -0.25 -0.50 0.37 -0.374
H -1.6504 -0.6489 -0.0382 0.82 -0.05 -0.13 0.124
H 0.7630 -2.0002 1.2689 0.24 -0.50 -0.30 -0.285
H -0.9039 -2.4562 1.5788 0.19 0.35 0.36 -0.011
H 0.3710 -3.8558 -0.1915 -0.32 0.25 0.30 -0.023
H -0.2483 -2.7301 -1.1275 -0.15 -0.13 -0.12 0.090
H -0.0384 1.5595 1.8898 -0.44 0.15 -0.13 0.308
H 1.1441 1.7583 2.7189 -0.73 1.28 -0.55 -0.524
O 0.4508 2.3306 2.2158 1.26 -1.26 0.83 0.700

=====

6.
21
Properties=species:S:1:pos:R:3:forces:R:3:nbo_charge:R:1 method="wB97M-V/def2-TZVPD" lumo_ev=0.819 e_tot_ha=-345.47860 homo_lumo_gap_ev=9.51 max_force_ev_per_a=4.42 homo_ev=-8.693
C 1.1001 0.0907 0.5342 -2.57 -0.21 -3.56 -0.225
C -0.4048 0.0065 1.0332 0.92 1.51 -0.84 -0.397
C -1.5641 0.9065 0.4496 3.83 -1.86 1.18 -0.389
C -1.9784 0.5280 -0.9094 -0.77 -0.89 0.75 -0.229
N -2.3727 -0.8609 -1.1016 -0.26 0.70 3.18 -0.872
N 1.7683 1.4064 0.4020 -1.44 1.56 1.25 -0.861
H 1.0207 -0.2976 -0.5468 0.69 0.12 1.50 0.181
H 1.6336 -0.6029 1.1524 0.47 -0.37 0.26 0.181
H -0.1516 0.2478 2.0108 -0.78 0.92 2.48 0.192
H -0.7709 -0.9845 1.1125 0.23 -1.32 -0.34 0.196
H -2.3148 0.8750 1.1501 -2.07 -0.25 1.60 0.197
H -1.1465 1.8733 0.5239 0.07 1.51 -0.55 0.205
H -1.1434 0.8127 -1.4815 0.68 0.41 -1.64 0.182
H -2.8570 1.1110 -1.0077 -0.72 1.07 -1.27 0.183
H -2.2797 -1.1553 -2.0124 0.37 -1.26 -1.81 0.370
H -2.2166 -1.5122 -0.3166 0.11 0.55 -1.34 0.372
H 1.4018 2.2596 0.9569 0.38 -2.28 -0.97 0.360
H 2.7029 1.2779 0.7184 0.81 0.17 0.19 0.353
H 3.1171 -1.3271 -0.4895 0.26 0.80 0.19 0.468
H 3.5778 -2.4770 -1.3556 1.47 -0.52 -1.04 0.466
O 2.8783 -2.1778 -0.8229 -1.68 -0.37 0.78 -0.933

=====

Copy entry 6 word for word.
21
Properties=species:S:1:pos:R:3:forces:R:3:nbo_charge:R:1 method="wB97M-V/def2-TZVPD" lumo_ev=0.819 e_tot_ha=-345.47860 homo_lumo_gap_ev=9.51 max_force_ev_per_a=4.42 homo_ev=-8.693
C 1.1001 0.0907 0.5342 -2.57 -0.21 -3.56 -0.225
C -0.4048 0.0065 1.0332 0.92 1.51 -0.84 -0.397
C -1.5641 0.9065 0.4496 3.83 -1.86 1.18 -0.389
C -1.9784 0.5280 -0.9094 -0.77 -0.89 0.75 -0.229
N -2.3727 -0.8609 -1.1016 -0.26 0.70 3.18 -0.872
N 1.7683 1.4064 0.4020 -1.44 1.56 1.25 -0.861
H 1.0207 -0.2976 -0.5468 0.69 0.12 1.50 0.181
H 1.6336 -0.6029 1.1524 0.47 -0.37 0.26 0.181
H -0.1516 0.2478 2.0108 -0.78 0.92 2.48 0.192
H -0.7709 -0.9845 1.1125 0.23 -1.32 -0.34 0.196
H -2.3148 0.8750 1.1501 -2.07 -0.25 1.60 0.197
H -1.1465 1.8733 0.5239 0.07 1.51 -0.55 0.205
H -1.1434 0.8127 -1.4815 0.68 0.41 -1.64 0.182
H -2.8570 1.1110 -1.0077 -0.72 1.07 -1.27 0.183
H -2.2797 -1.1553 -2.0124 0.37 -1.26 -1.81 0.370
H -2.2166 -1.5122 -0.3166 0.11 0.55 -1.34 0.372
H 1.4018 2.2596 0.9569 0.38 -2.28 -0.97 0.360
H 2.7029 1.2779 0.7184 0.81 0.17 0.19 0.353
H 3.1171 -1.3271 -0.4895 0.26 0.80 0.19 0.468
H 3.5778 -2.4770 -1.3556 1.47 -0.52 -1.04 0.466
O 2.8783 -2.1778 -0.8229 -1.68 -0.37 0.78 -0.933